{
  "formula": "C40H41FN2O8",
  "method": "the ωB97M-V functional and the def2-TZVPD basis",
  "symbols": ["C", "C", "O", "O", "C", "C", "C", "C", "C", "C", "C", "C", "C", "C", "F", "C", "O", "C", "C", "C", "C", "C", "C", "C", "C", "C", "C", "C", "C", "C", "C", "C", "O", "H", "H", "H", "H", "H", "H", "H", "H", "H", "H", "H", "H", "H", "H", "H", "H", "H", "H", "H", "H", "H", "H", "H", "H", "H", "H", "H", "H", "H", "H", "H", "O", "N", "O", "C", "C", "C", "C", "C", "C", "H", "H", "H", "H", "H", "O", "N", "O", "C", "C", "C", "C", "C", "C", "H", "H", "H", "H", "H"],
  "positions_angstrom": [[8.6485, -2.5721, -1.2074], [8.7400, -1.3367, -2.0457], [9.4471, -0.4224, -1.7726], [7.9919, -1.3423, -3.1781], [6.5777, -1.1093, -2.9386], [6.0791, -0.0997, -3.9472], [4.8256, 0.6240, -3.4528], [3.7203, -0.3092, -2.9449], [2.2918, 0.1818, -3.1936], [2.0885, 1.6979, -2.9484], [1.0114, 1.9659, -1.9487], [1.2061, 2.6046, -0.7860], [2.5058, 3.1393, -0.2875], [3.2476, 2.1446, 0.6125], [4.4264, 1.7311, 0.0289], [0.0488, 2.8119, 0.1131], [0.1039, 3.5927, 1.0364], [-1.1748, 2.0091, -0.1105], [-2.1195, 1.9556, 0.9103], [-3.2796, 1.2170, 0.7346], [-3.4969, 0.5507, -0.4552], [-2.5658, 0.5826, -1.5023], [-2.8617, -0.2421, -2.7293], [-1.9673, -1.4951, -2.8026], [-2.5920, -2.5842, -3.6332], [-2.9787, -3.7885, -3.0470], [-3.5660, -4.8027, -3.8015], [-3.7708, -4.6158, -5.1659], [-3.3907, -3.4157, -5.7559], [-2.8032, -2.4030, -5.0012], [-1.3849, 1.3356, -1.3181], [-0.3419, 1.4877, -2.3599], [-0.5296, 1.2422, -3.5268], [7.6087, -2.8706, -1.0881], [9.1000, -2.3984, -0.2407], [9.1612, -3.3992, -1.6912], [6.0642, -2.0643, -3.0322], [6.4464, -0.7276, -1.9264], [5.8640, -0.5751, -4.9015], [6.8716, 0.6323, -4.0633], [5.1287, 1.2806, -2.6336], [4.4388, 1.2876, -4.2220], [3.8254, -1.2660, -3.4625], [3.8416, -0.5412, -1.8899], [1.9300, -0.0808, -4.1815], [1.6420, -0.3526, -2.4997], [3.0039, 2.1918, -2.6504], [1.7781, 2.1591, -3.8853], [3.1594, 3.4588, -1.0911], [2.3042, 4.0318, 0.2977], [2.6131, 1.2800, 0.8097], [3.4781, 2.6022, 1.5711], [-1.9616, 2.4928, 1.8327], [-4.0266, 1.1520, 1.5097], [-4.3974, -0.0261, -0.6083], [-2.7740, 0.3691, -3.6194], [-3.8837, -0.6038, -2.6485], [-1.8584, -1.8765, -1.7868], [-0.9718, -1.2678, -3.1687], [-2.8291, -3.9467, -1.9876], [-3.8652, -5.7280, -3.3353], [-4.2156, -5.4137, -5.7407], [-3.5494, -3.2539, -6.8133], [-2.5156, -1.4847, -5.4918], [-3.9512, 4.3139, 8.1000], [-3.4541, 3.2800, 7.7019], [-3.6221, 2.1897, 8.2117], [-2.5944, 3.3501, 6.5090], [-2.3655, 4.5792, 5.9176], [-1.5495, 4.6403, 4.7990], [-0.9765, 3.4821, 4.2898], [-1.2235, 2.2568, 4.8969], [-2.0372, 2.1848, 6.0163], [-2.8162, 5.4745, 6.3190], [-1.3608, 5.5924, 4.3228], [-0.3423, 3.5327, 3.4135], [-0.7807, 1.3545, 4.4967], [-2.2331, 1.2366, 6.4944], [-2.6099, -1.5935, 1.6115], [-2.5066, -2.4282, 2.4913], [-1.6600, -3.2977, 2.5187], [-3.4628, -2.3745, 3.6090], [-4.4614, -1.4190, 3.5955], [-5.3618, -1.3771, 4.6476], [-5.2523, -2.2845, 5.6931], [-4.2404, -3.2356, 5.6898], [-3.3364, -3.2859, 4.6410], [-4.5396, -0.7188, 2.7786], [-6.1497, -0.6367, 4.6511], [-5.9583, -2.2507, 6.5121], [-4.1551, -3.9400, 6.5054], [-2.5466, -4.0220, 4.6311]],
  "forces_ev_per_angstrom": [[-0.3, -0.2, 0.1], [0.1, -0.5, 0.2], [0.5, 0.7, 0.0], [-0.5, 0.1, -0.2], [0.4, -0.3, -0.2], [-0.4, 0.3, 0.3], [0.1, 0.0, 0.6], [-0.1, -0.2, -0.7], [0.0, 0.2, 0.6], [-0.3, 0.0, -0.3], [0.4, 0.1, 0.2], [-0.2, -0.1, -0.3], [0.2, 0.3, 0.2], [-0.6, 0.3, 0.2], [0.2, -0.2, -0.2], [-0.1, -0.2, -0.1], [0.2, 0.4, 0.5], [-0.5, -0.2, 0.1], [-0.2, -0.1, -0.1], [0.1, 0.1, -0.2], [0.5, 0.0, -0.5], [0.1, 0.3, 0.2], [0.2, 0.0, 0.2], [-0.3, -0.2, 0.2], [0.1, 0.0, -0.2], [-0.2, -0.2, -0.2], [0.1, 0.5, -0.3], [0.1, 0.1, 0.4], [0.1, 0.1, 0.1], [-0.2, -0.6, 0.1], [-0.5, -0.2, 0.2], [0.0, 0.1, 0.4], [-0.2, -0.2, -0.6], [-0.1, -0.1, 0.0], [0.1, 0.1, 0.2], [0.1, 0.0, -0.2], [-0.1, -0.1, 0.1], [0.0, 0.1, 0.1], [0.2, -0.1, -0.2], [0.1, 0.1, -0.3], [0.0, 0.1, 0.0], [0.0, 0.0, -0.3], [-0.1, -0.1, 0.0], [0.2, 0.1, 0.2], [0.1, 0.0, -0.2], [-0.1, -0.2, 0.0], [0.2, -0.1, 0.1], [0.0, 0.1, -0.1], [0.1, -0.1, -0.1], [-0.1, 0.1, 0.0], [0.2, -0.2, -0.1], [0.2, 0.0, 0.1], [0.2, 0.1, 0.0], [0.0, 0.1, 0.2], [-0.1, -0.1, 0.1], [0.0, 0.0, -0.2], [-0.2, 0.1, 0.0], [0.1, 0.0, 0.1], [0.1, 0.2, -0.1], [0.1, 0.1, 0.1], [0.0, -0.1, 0.1], [-0.1, 0.0, -0.2], [0.0, -0.1, -0.1], [0.1, 0.1, 0.0], [0.0, 0.0, 0.0], [-0.1, 0.0, 0.0], [0.0, 0.0, 0.0], [0.1, 0.0, -0.1], [0.0, 0.2, -0.1], [0.0, -0.1, 0.0], [0.0, 0.0, 0.0], [0.0, 0.1, 0.0], [0.0, -0.2, 0.0], [0.0, -0.1, 0.1], [0.0, 0.0, 0.0], [0.0, 0.0, 0.0], [0.0, 0.0, 0.0], [-0.1, 0.0, 0.1], [-0.1, -0.1, 0.1], [0.2, 0.0, 0.0], [0.0, 0.0, 0.0], [-0.1, 0.0, 0.1], [-0.1, 0.1, 0.0], [0.0, -0.1, 0.1], [0.0, 0.0, 0.0], [-0.1, 0.1, 0.0], [0.1, -0.1, 0.1], [0.1, 0.0, -0.1], [0.0, 0.0, 0.0], [0.0, 0.0, 0.0], [0.0, 0.0, 0.0], [0.0, 0.0, -0.1]],
  "lowdin_charge": [0.017, -0.563, 0.145, -0.031, -0.180, -0.166, -0.208, -0.197, -0.163, -0.120, -0.075, -0.091, -0.100, -0.175, -0.046, -0.283, 0.100, -0.072, 0.011, -0.061, -0.022, -0.125, -0.128, -0.130, -0.233, -0.041, -0.085, -0.098, -0.086, -0.037, -0.018, -0.274, 0.125, 0.082, 0.086, 0.093, 0.124, 0.134, 0.120, 0.121, 0.106, 0.114, 0.110, 0.110, 0.114, 0.109, 0.090, 0.128, 0.120, 0.114, 0.124, 0.118, 0.099, 0.099, 0.118, 0.113, 0.116, 0.116, 0.109, 0.107, 0.097, 0.096, 0.099, 0.114, 0.078, -0.355, 0.072, -0.151, -0.002, -0.054, -0.074, -0.064, -0.006, 0.119, 0.111, 0.087, 0.109, 0.117, 0.069, -0.342, 0.083, -0.145, -0.001, -0.060, -0.066, -0.062, -0.002, 0.100, 0.110, 0.109, 0.109, 0.120],
  "lumo_ev": -1.156,
  "molar_mass_g_mol": 696.8,
  "multiplicity": 1,
  "smiles": "CC(=O)OCCCCCCC1=C(CCF)C(=O)c2cccc(CCc3ccccc3)c2C1=O.O=[N+]([O-])c1ccccc1.O=[N+]([O-])c1ccccc1"
}